# C6H7BF3NO2

C6H7BF3NO2 as an isolated structure at a distorted geometry (wB97M-V/def2-TZVPD, the Open Molecules 2025 dataset).

Geometry (Å):
B  -0.7254  -1.9100  0.0849
C  1.5639  1.7431  -0.4066
C  1.2466  1.4173  0.7972
C  1.1099  0.9877  -1.6551
C  0.6267  0.1297  1.1147
C  -0.4036  -0.3448  0.0940
C  -1.5990  0.5946  0.0537
N  0.3983  0.0060  -1.6684
O  -1.9111  -2.3659  0.1427
O  0.2820  -2.7594  -0.1303
F  -2.3934  0.4293  1.1837
F  -1.3762  1.8960  0.0976
F  -2.4340  0.3264  -0.9723
H  1.9745  2.7051  -0.5749
H  1.7612  1.6986  1.6640
H  1.5515  1.3438  -2.5433
H  1.4080  -0.6375  1.0870
H  0.1810  0.1411  2.1476
H  -2.2248  -3.2424  -0.0969
H  0.9640  -2.1587  -0.4194

Cartesian forces (eV/Å) of the 6 atoms listed first:
B 1.9 1.4 -0.9
C -0.9 1.1 -2.9
C 0.6 -2.2 1.3
C 2.0 2.9 3.3
C -1.6 -1.7 0.1
C 1.1 1.9 -1.9

Output
- orbital gap (eV) = 9.932
- highest occupied orbital energy (eV) = -9.52
- electronic energy (eV) = -20749.5141
- E_LUMO (eV) = 0.415

Results of the Mulliken charge analysis, in e, for atoms 1 through 5: B 0.47; C -0.26; C -0.71; C -0.09; C -0.36


# H10O5

A 5-piece molecular cluster, H10O5 overall at a distorted geometry (wB97M-V/def2-TZVPD, the Open Molecules 2025 dataset).

Geometry (Å):
O  -1.6372  -2.3032  0.5873
H  -2.3581  -1.8084  0.9174
H  -2.0689  -2.8629  -0.0707
O  -0.0463  -0.2542  -0.5826
H  -0.6096  -0.9250  -0.1496
H  0.1161  0.4964  -0.0565
O  0.2906  1.3671  2.6171
H  1.0893  1.8597  2.5503
H  0.6003  0.6514  3.2238
O  -0.8997  1.9364  -2.2677
H  -0.5588  1.1304  -2.7749
H  -1.2996  1.4759  -1.5511
O  2.7364  -0.3578  -1.0696
H  2.9817  0.2074  -0.2912
H  1.6639  -0.6130  -1.0821

Cartesian forces (eV/Å) of the 6 atoms listed first:
O 0.8 -0.8 -0.8
H -1.2 1.0 0.9
H 0.3 -0.1 0.0
O -0.5 -1.8 -1.6
H 0.3 0.4 0.3
H 0.1 1.2 1.4

Output
- orbital gap (eV) = 10.567
- SMILES = O.O.O.O.O
- highest occupied orbital energy (eV) = -10.39
- electronic energy (eV) = -10399.2576
- E_LUMO (eV) = 0.181

Results of the Mulliken charge analysis, in e, for atoms 1 through 5: O -0.70; H 0.33; H 0.33; O -0.72; H 0.37


# C3H6NO2

An isolated ion of composition C3H6NO2 and charge +1 at a distorted geometry (wB97M-V/def2-TZVPD, the Open Molecules 2025 dataset).

Geometry (Å):
C  0.0809  1.6083  1.6268
C  0.3653  -1.5325  -1.6013
C  -0.3386  -0.5509  0.4580
N  -0.2765  0.4415  1.2614
O  -0.1799  2.7363  1.0611
O  0.5248  -0.6372  -0.4984
H  0.5888  1.7029  2.5899
H  1.0043  -1.1232  -2.3850
H  -0.6707  -1.5536  -1.9453
H  0.7000  -2.5396  -1.3526
H  -1.1491  -1.2680  0.5744
H  -0.6491  2.7161  0.2110

Cartesian forces (eV/Å) of the 6 atoms listed first:
C -0.2 -0.8 0.8
C -0.1 0.2 -0.9
C -2.8 -5.4 -1.6
N 0.9 4.3 3.3
O 0.5 1.2 -1.0
O 1.6 0.8 -1.7

Output
- charge = +1
- spin multiplicity = 3
- orbital gap (alpha / beta) (eV) = 7.106 / 7.703
- highest occupied orbital energy (alpha / beta) (eV) = -11.29 / -16.80
- electronic energy (eV) = -8780.2673
- E_LUMO (alpha / beta) (eV) = -4.189 / -9.099

Results of the Mulliken charge analysis, in e, for atoms 1 through 5: C 0.20; C -0.60; C -0.07; N -0.06; O -0.35


# C28H78F3NaO14S12

C28H78F3NaO14S12 as an isolated structure at a distorted geometry (wB97M-V/def2-TZVPD, the Open Molecules 2025 dataset).

Geometry (Å):
Na  -3.5636  1.1336  -1.7263
C  -0.3958  1.5574  -1.2208
O  -1.0991  0.5298  -0.4905
O  -1.3505  2.2941  -1.9341
C  0.6423  2.2229  -0.2376
F  0.7954  3.5140  -0.6415
F  0.3193  2.2858  1.0664
F  1.8415  1.6004  -0.4804
C  -0.5354  -0.7299  -0.2741
C  -1.1104  -1.2813  1.0204
H  -2.0726  -0.8073  1.2139
H  -0.9883  -2.3289  1.2957
H  -0.5057  -0.8382  1.8116
H  0.5538  -0.7717  -0.2749
H  -0.9084  -1.3112  -1.1174
H  0.1496  1.1135  -2.0536
C  2.7778  0.5545  -6.6648
S  3.3146  1.5371  -5.1777
O  2.5846  2.8929  -5.3444
C  2.4963  0.6661  -3.7859
H  3.3489  -0.3726  -6.6141
H  3.1136  0.9779  -7.6114
H  1.6943  0.4400  -6.6321
H  2.6735  -0.4085  -3.7423
H  1.4311  0.7662  -3.9948
H  2.7356  1.2747  -2.9139
C  3.6772  -1.4492  -0.9719
S  3.4349  -2.6479  -2.3708
O  4.7527  -2.9618  -3.0444
C  3.1063  -4.0949  -1.2043
H  4.0977  -1.9193  -0.0830
H  2.7569  -1.0025  -0.5954
H  4.2671  -0.6081  -1.3362
H  2.0747  -4.0843  -0.8525
H  3.9000  -4.3246  -0.4935
H  3.1848  -5.0227  -1.7711
C  1.3602  -0.1817  5.2067
S  3.0497  -0.4291  4.5351
O  2.8479  -1.8658  3.9663
C  2.8718  0.7111  3.1423
H  1.1250  -0.9749  5.9164
H  0.6793  -0.1268  4.3573
H  1.3608  0.7666  5.7441
H  2.0801  0.5009  2.4231
H  3.8529  0.7571  2.6695
H  2.7713  1.7036  3.5815
C  -0.8391  4.7923  -5.2899
S  0.4122  5.9545  -4.6505
O  -0.2471  7.3241  -4.3297
C  0.8405  5.2707  -2.9796
H  -0.9545  4.8045  -6.3737
H  -1.8135  5.0391  -4.8685
H  -0.4430  3.8090  -5.0363
H  1.6283  5.8720  -2.5258
H  1.2608  4.2737  -3.1119
H  -0.0671  5.2080  -2.3792
C  -4.7880  -4.1569  5.2145
S  -4.4679  -3.7071  3.4833
O  -4.5115  -2.1502  3.4122
C  -2.6797  -3.9886  3.5893
H  -5.8728  -4.0515  5.2299
H  -4.2572  -3.4630  5.8663
H  -4.4599  -5.1513  5.5174
H  -2.2423  -3.5053  2.7157
H  -2.4560  -5.0534  3.6541
H  -2.2383  -3.4397  4.4211
C  4.5198  3.6768  -1.1160
S  4.9863  2.1130  -0.2712
O  5.9745  1.4146  -1.2188
C  6.1763  2.7562  1.0443
H  4.2992  4.4889  -0.4233
H  3.6610  3.5164  -1.7678
H  5.3719  3.8455  -1.7744
H  5.5233  3.3585  1.6759
H  6.8918  3.4041  0.5381
H  6.6398  1.9238  1.5737
C  -0.5768  -1.4239  -4.5117
S  -0.0200  -2.9181  -5.4370
O  1.4603  -2.6274  -5.6905
C  0.0176  -4.0340  -4.0008
H  -1.6000  -1.4273  -4.1361
H  -0.5617  -0.5312  -5.1369
H  0.0346  -1.2317  -3.6300
H  0.8221  -3.6670  -3.3636
H  0.4060  -4.9793  -4.3799
H  -0.9158  -4.1681  -3.4542
C  0.9378  -6.6834  1.3687
S  0.5638  -5.9125  3.0252
O  1.6673  -6.4261  3.9738
C  1.1465  -4.2581  2.5090
H  0.8595  -7.7706  1.3688
H  1.8749  -6.3917  0.8945
H  0.1819  -6.4097  0.6327
H  1.2082  -3.6314  3.3987
H  0.5054  -3.7755  1.7713
H  2.2027  -4.2842  2.2411
C  -2.7311  -3.6343  -0.8509
S  -2.4591  -5.1835  0.1362
O  -3.6120  -5.4324  1.0132
C  -2.4531  -6.3487  -1.2408
H  -3.0855  -2.9021  -0.1254
H  -3.5713  -3.5712  -1.5423
H  -1.8409  -3.3700  -1.4218
H  -1.6045  -6.2643  -1.9198
H  -3.3707  -6.2680  -1.8234
H  -2.6082  -7.3769  -0.9138
C  -4.6392  0.1471  1.5329
S  -6.2091  0.6903  2.3460
O  -6.3892  2.2207  2.3102
C  -7.4828  -0.0660  1.2395
H  -3.8850  -0.1912  2.2435
H  -4.2253  0.9316  0.8994
H  -4.8088  -0.7604  0.9535
H  -8.5076  0.2101  1.4878
H  -7.2964  -1.1263  1.4101
H  -7.2488  0.0994  0.1879
C  1.1432  6.3192  1.2796
S  2.3134  4.9671  1.7735
O  3.4359  5.6067  2.5398
C  1.2205  4.2931  3.1707
H  0.9974  6.9219  2.1761
H  0.1218  5.9847  1.0980
H  1.6125  6.7627  0.4015
H  0.8773  5.1387  3.7668
H  1.6782  3.5750  3.8511
H  0.3436  3.8670  2.6834
C  -2.6681  3.6250  1.0190
S  -3.3599  5.1676  1.8528
O  -4.8129  4.9208  2.2253
C  -2.2314  5.0176  3.3485
H  -2.9786  2.7336  1.5642
H  -1.5874  3.6504  0.8791
H  -3.0760  3.6121  0.0083
H  -1.9009  3.9833  3.4441
H  -2.8894  5.3720  4.1419
H  -1.4667  5.7927  3.2975

Cartesian forces (eV/Å) of the 6 atoms listed first:
Na 1.2 0.6 0.2
C -2.7 0.2 -2.4
O -0.4 1.0 0.8
O 0.9 -0.7 2.4
C -0.8 1.2 -2.4
F 0.3 -0.5 0.5

Output
- orbital gap (eV) = 6.165
- highest occupied orbital energy (eV) = -8.06
- electronic energy (eV) = -201543.2743
- E_LUMO (eV) = -1.897

Results of the Mulliken charge analysis, in e, for atoms 1 through 5: Na 0.84; C 0.85; O -0.03; O -0.98; C 0.35